C2H3BrN2 | ωB97M-V/def2-TZVPD

The value obtained for the frontier orbital gap is 10.30 eV. Its structure (SMILES) is CC1(Br)N=N1. Its molecular weight is 134.96 g/mol. The calculation puts the energy at -75142.5687 eV.

Each atom is followed by the atoms it is bonded to, with distances in Å.
Cartesian coordinates (Å):
1 C 0.751 0.482 0.004  C2 1.517, H6 1.210, H7 1.140, H8 1.111
2 C -0.546 -0.304 0.038  C1 1.517, Br3 1.964, N4 1.382, N5 1.433
3 Br -2.026 0.986 0.053  C2 1.964
4 N -0.640 -1.598 0.515  C2 1.382, N5 1.232
5 N -0.627 -1.521 -0.715  C2 1.433, N4 1.232
6 H 1.513 -0.065 0.768  C1 1.210
7 H 0.347 1.494 0.337  C1 1.140
8 H 1.227 0.526 -1.000  C1 1.111